one:
The following is a quantum chemistry calculation of a single C11H11N3O molecule, from OMol25.

Positions of all 26 atoms, in Å:
C (-4.20, 2.09, 0.27)
C (-3.25, 0.97, 0.17)
N (-1.99, 1.12, 0.16)
C (-1.43, -0.15, 0.08)
N (-0.15, -0.51, 0.15)
N (0.61, 0.54, 0.28)
C (1.91, 0.30, 0.24)
C (2.67, 1.36, -0.33)
C (3.99, 1.11, -0.62)
C (4.61, -0.04, -0.15)
C (3.91, -1.01, 0.58)
C (2.55, -0.85, 0.74)
C (-2.44, -1.08, -0.24)
C (-2.22, -2.50, -0.46)
O (-3.66, -0.35, -0.12)
H (-3.41, 2.84, 0.79)
H (-5.10, 1.76, 0.81)
H (-4.51, 2.64, -0.71)
H (2.07, 2.18, -0.92)
H (4.50, 1.93, -1.20)
H (5.62, -0.28, -0.16)
H (4.54, -1.77, 0.91)
H (1.99, -1.56, 1.38)
H (-3.00, -2.79, -1.13)
H (-2.37, -3.21, 0.36)
H (-1.27, -2.74, -0.86)

The calculation puts the HOMO energy (alpha / beta) at -7.912 / -7.913 eV. As for the SMILES: Cc1nc(/N=N/c2ccccc2)c(C)o1. As for the spin multiplicity: 1.

two:
The following is a quantum chemistry calculation of a single C11H11N3O molecule, from OMol25.

Positions of all 26 atoms, in Å:
C (-2.90, 2.56, -0.32)
C (-2.27, 1.19, -0.34)
C (-2.81, -0.06, -0.05)
C (-1.79, -0.98, 0.01)
C (-1.77, -2.46, 0.25)
N (-0.64, -0.22, -0.26)
N (0.63, -0.67, -0.50)
C (1.71, -0.06, 0.08)
C (1.57, 0.58, 1.28)
C (2.88, 0.71, 1.79)
C (3.97, 0.60, 1.25)
C (4.42, -0.07, 0.14)
O (5.55, -0.33, -0.31)
C (3.07, -0.41, -0.62)
N (-0.96, 1.05, -0.54)
H (-3.91, 2.36, 0.06)
H (-2.35, 3.19, 0.36)
H (-2.98, 2.92, -1.36)
H (-3.90, -0.19, 0.26)
H (-0.71, -2.69, 0.15)
H (-1.99, -2.87, 1.30)
H (-2.49, -2.91, -0.43)
H (0.74, -0.81, -1.49)
H (0.58, 1.00, 1.67)
H (3.32, 0.13, -1.49)
H (3.05, -1.55, -0.87)

The calculation puts the HOMO energy at -8.584 eV. As for the SMILES: Cc1cc(C)n(NC2=CC#CC(=O)C2)n1. As for the spin multiplicity: 1.

Name the least stable of them. two.

one:
The following is a quantum chemistry calculation of 2 unconnected molecules or ions with the total composition C2H4Cl2N2, from OMol25.

Positions of all 10 atoms, in Å:
C (-0.16, -0.38, -0.47)
C (0.08, -0.14, 0.80)
N (0.15, 1.30, -2.29)
N (-0.09, -1.07, 1.82)
Cl (-0.53, -1.75, -1.32)
Cl (0.49, 1.45, 1.34)
H (-0.85, 1.45, -2.38)
H (0.50, 2.04, -1.67)
H (0.44, -0.88, 2.66)
H (-0.03, -2.02, 1.50)

The calculation puts the HOMO energy (alpha / beta) at -8.792 / -8.792 eV. As for the spin multiplicity: 1.

two:
The following is a quantum chemistry calculation of a single C2H4Cl2N2 molecule, from OMol25.

Positions of all 10 atoms, in Å:
H (0.50, -2.21, 1.00)
N (0.05, -1.36, 0.79)
C (0.68, -0.62, 0.03)
Cl (2.24, -1.02, -0.61)
C (0.00, 0.62, -0.42)
N (-1.43, 0.50, -0.27)
Cl (1.02, 1.95, 0.46)
H (0.23, 0.87, -1.48)
H (-1.45, -0.17, 0.49)
H (-1.84, 1.44, 0.01)

The calculation puts the HOMO energy at -10.396 eV. As for the SMILES: [H]/N=C(\Cl)[C@@H](N)Cl. As for the spin multiplicity: 1.

Name the least stable of them. one.

one:
The following is a quantum chemistry calculation of a molecular structure, C6H24N13O9V, from OMol25.

Positions of all 53 atoms, in Å:
V (-0.44, -3.88, 0.95)
N (0.58, -0.83, -0.17)
O (0.11, -1.98, -0.06)
O (0.09, 0.17, -0.77)
O (1.73, -0.76, 0.20)
C (-3.13, -2.59, -1.41)
O (-2.45, -3.20, -0.61)
N (-4.29, -2.99, -1.77)
N (-2.73, -1.69, -2.22)
H (-4.74, -3.62, -1.12)
H (-4.55, -3.16, -2.74)
H (-1.75, -1.52, -2.40)
H (-3.42, -1.59, -2.95)
C (-2.51, -1.73, 2.31)
O (-1.56, -2.54, 2.22)
N (-3.77, -2.02, 2.43)
N (-2.41, -0.46, 2.13)
H (-4.41, -1.25, 2.57)
H (-4.21, -2.87, 2.11)
H (-1.49, -0.14, 1.85)
H (-3.17, 0.14, 2.45)
C (0.00, 2.50, 2.28)
O (-0.09, 3.22, 3.19)
N (-0.43, 2.80, 1.11)
N (0.62, 1.35, 2.36)
H (-0.22, 2.11, 0.40)
H (-0.83, 3.68, 0.81)
H (0.98, 1.18, 3.29)
H (1.00, 0.85, 1.57)
C (5.05, -1.88, 1.29)
O (5.96, -2.23, 1.98)
N (3.82, -2.42, 1.33)
N (5.05, -0.87, 0.52)
H (2.97, -2.11, 0.89)
H (3.72, -3.24, 1.91)
H (5.90, -0.35, 0.36)
H (4.20, -0.61, 0.03)
C (-1.67, 2.51, -2.66)
O (-2.21, 3.16, -3.54)
N (-0.48, 2.10, -2.75)
N (-2.18, 2.20, -1.51)
H (0.15, 2.60, -3.36)
H (-0.22, 1.48, -2.00)
H (-1.79, 1.51, -0.89)
H (-3.16, 2.43, -1.45)
C (3.02, 2.54, -1.12)
O (3.65, 3.54, -1.42)
N (3.01, 2.02, 0.07)
N (2.49, 1.75, -2.07)
H (2.48, 1.18, 0.22)
H (3.22, 2.54, 0.91)
H (1.87, 1.05, -1.68)
H (2.65, 1.91, -3.06)

The calculation puts the HOMO energy (alpha / beta) at -11.424 / -11.424 eV. The charge is +1. As for the spin multiplicity: 4.

two:
The following is a quantum chemistry calculation of a molecular structure, C6H24N13O9V, from OMol25.

Positions of all 53 atoms, in Å:
V (26.98, 15.86, -8.90)
N (28.69, 18.63, -7.65)
O (28.97, 19.39, -8.55)
O (28.55, 17.46, -7.89)
O (28.59, 18.99, -6.51)
C (29.74, 15.67, -10.81)
O (28.68, 15.85, -10.34)
N (29.92, 16.07, -12.03)
N (30.88, 15.32, -10.28)
H (30.82, 15.91, -12.47)
H (29.05, 16.27, -12.50)
H (30.99, 15.31, -9.27)
H (31.67, 15.22, -10.91)
C (26.03, 15.40, -12.21)
O (26.13, 15.51, -11.02)
N (26.45, 14.44, -12.90)
N (25.55, 16.30, -13.04)
H (26.45, 14.68, -13.88)
H (27.00, 13.73, -12.45)
H (25.28, 17.20, -12.67)
H (25.21, 16.08, -13.96)
C (25.12, 18.88, -8.95)
O (25.69, 17.88, -8.78)
N (23.94, 19.05, -9.32)
N (25.72, 20.06, -8.74)
H (23.64, 20.00, -9.46)
H (23.41, 18.20, -9.45)
H (26.63, 20.26, -8.36)
H (25.21, 20.74, -9.28)
C (23.68, 15.48, -8.54)
O (24.85, 15.27, -8.48)
N (22.94, 14.72, -9.30)
N (23.04, 16.43, -7.97)
H (23.49, 14.15, -9.92)
H (21.95, 14.85, -9.45)
H (22.04, 16.32, -7.90)
H (23.50, 17.03, -7.30)
C (27.70, 14.93, -5.82)
O (27.30, 14.98, -6.96)
N (28.21, 15.89, -5.17)
N (27.62, 13.83, -5.21)
H (28.49, 16.70, -5.70)
H (28.54, 15.63, -4.25)
H (27.29, 12.97, -5.64)
H (27.98, 13.87, -4.27)
C (27.23, 12.54, -9.25)
O (27.56, 13.65, -9.42)
N (26.01, 12.18, -9.11)
N (28.07, 11.55, -9.02)
H (25.94, 11.36, -8.51)
H (25.39, 12.63, -9.76)
H (27.74, 10.61, -8.83)
H (29.04, 11.67, -9.24)

The calculation puts the HOMO energy (alpha / beta) at -9.478 / -9.852 eV. The charge is +1. As for the spin multiplicity: 4.

Name the least stable of them. one.

one:
The following is a quantum chemistry calculation of 2 unconnected molecules or ions with the total composition C11H11N, from OMol25.

Positions of all 23 atoms, in Å:
C (0.81, -2.79, -0.42)
C (-0.32, -2.66, -1.34)
C (-1.57, -2.12, -0.97)
C (-1.79, -2.14, 0.48)
C (-0.78, -2.49, 1.36)
C (0.58, -2.74, 0.95)
H (1.85, -2.97, -0.67)
H (-0.09, -2.79, -2.34)
H (-2.47, -1.85, -1.55)
H (-2.88, -2.18, 0.78)
H (-0.79, -2.35, 2.37)
H (1.41, -2.59, 1.68)
C (0.58, 1.42, 0.05)
C (-0.58, 2.24, -0.07)
C (-0.60, 3.67, -0.07)
N (0.52, 4.30, 0.04)
C (1.60, 3.59, 0.15)
C (1.76, 2.21, 0.01)
H (0.39, 0.34, 0.00)
H (-1.53, 1.85, 0.08)
H (-1.43, 4.17, -0.55)
H (2.56, 4.20, 0.30)
H (2.76, 1.67, -0.28)

The calculation puts the HOMO energy at -9.259 eV. As for the SMILES: c1ccccc1.c1ccncc1. As for the spin multiplicity: 1.

two:
The following is a quantum chemistry calculation of 2 unconnected molecules or ions with the total composition C11H11N, from OMol25.

Positions of all 23 atoms, in Å:
C (-1.60, 1.79, 1.54)
C (-2.20, 0.43, 1.40)
C (-2.42, 0.01, 0.11)
C (-1.67, 0.60, -0.97)
C (-1.05, 1.83, -0.87)
C (-1.00, 2.50, 0.40)
H (-1.25, 2.13, 2.56)
H (-2.85, -0.06, 2.24)
H (-3.00, -0.94, -0.39)
H (-1.54, -0.02, -1.92)
H (-0.56, 2.19, -1.77)
H (-0.52, 3.47, 0.71)
C (1.39, -1.96, 0.56)
C (1.56, -2.47, -0.84)
C (1.98, -1.56, -1.82)
N (2.03, -0.12, -1.47)
C (2.03, 0.25, -0.20)
C (1.75, -0.67, 0.84)
H (1.06, -2.73, 1.28)
H (1.68, -3.73, -0.72)
H (2.19, -1.80, -2.94)
H (1.94, 1.34, 0.17)
H (2.03, -0.48, 2.08)

The calculation puts the HOMO energy at -8.994 eV. As for the SMILES: c1ccccc1.c1ccncc1. As for the spin multiplicity: 1.

three:
The following is a quantum chemistry calculation of 2 unconnected molecules or ions with the total composition C11H11N, from OMol25.

Positions of all 23 atoms, in Å:
C (2.09, -1.48, -0.36)
C (2.96, -0.68, 0.30)
C (2.74, 0.68, 0.59)
C (1.55, 1.15, 0.03)
C (0.68, 0.33, -0.61)
C (0.95, -0.93, -0.95)
H (2.52, -2.42, -0.68)
H (3.80, -1.25, 0.68)
H (3.42, 1.26, 1.12)
H (1.28, 2.27, 0.03)
H (-0.16, 0.93, -1.03)
H (0.28, -1.45, -1.64)
C (-2.16, 0.87, -0.72)
C (-2.96, -0.28, -0.61)
C (-2.68, -1.13, 0.47)
N (-1.70, -1.00, 1.29)
C (-1.05, 0.13, 1.29)
C (-1.19, 1.22, 0.28)
H (-2.23, 1.75, -1.37)
H (-3.73, -0.59, -1.42)
H (-3.28, -2.08, 0.66)
H (-0.24, 0.38, 2.14)
H (-0.89, 2.34, 0.52)

The calculation puts the HOMO energy at -8.066 eV. As for the SMILES: c1ccccc1.c1ccncc1. As for the spin multiplicity: 1.

four:
The following is a quantum chemistry calculation of 2 unconnected molecules or ions with the total composition C11H11N, from OMol25.

Positions of all 23 atoms, in Å:
C (-1.05, -1.37, -1.34)
C (-0.08, -1.64, -0.30)
C (0.00, -0.97, 0.99)
C (-1.25, -0.35, 1.33)
C (-2.31, -0.30, 0.41)
C (-2.23, -0.80, -0.86)
H (-0.78, -1.57, -2.47)
H (0.65, -2.26, -0.68)
H (0.72, -0.96, 1.72)
H (-1.29, -0.09, 2.30)
H (-3.20, 0.02, 0.80)
H (-2.93, -0.24, -1.59)
C (0.21, 1.04, 0.59)
C (0.24, 0.63, -0.72)
C (1.50, 0.54, -1.49)
N (2.68, 0.93, -0.86)
C (2.60, 1.13, 0.50)
C (1.43, 1.14, 1.24)
H (-0.70, 1.35, 1.08)
H (-0.62, 0.55, -1.40)
H (1.59, 0.30, -2.54)
H (3.46, 1.30, 1.06)
H (1.36, 1.62, 2.23)

The calculation puts the HOMO energy at -7.433 eV. As for the SMILES: c1ccccc1.c1ccncc1. As for the spin multiplicity: 1.

Name the least stable of them. four.

one:
The following is a quantum chemistry calculation of 2 unconnected molecules or ions with the total composition C3H7NO2, from OMol25.

Positions of all 13 atoms, in Å:
C (0.05, 1.98, 0.43)
C (0.26, 2.59, -0.79)
N (0.00, 0.56, 0.59)
H (-0.30, 2.70, 1.12)
H (0.49, 3.68, -0.98)
H (0.20, 2.16, -1.75)
H (-0.19, 0.20, -0.35)
H (0.84, -1.65, 0.42)
H (-0.89, 0.14, 1.05)
O (0.63, -2.11, -0.37)
C (-0.10, -3.17, 0.10)
O (-0.56, -3.23, 1.23)
H (-0.43, -3.84, -0.69)

The calculation puts the HOMO energy (alpha / beta) at -14.251 / -14.249 eV. The charge is +1. As for the spin multiplicity: 2.

two:
The following is a quantum chemistry calculation of 2 unconnected molecules or ions with the total composition C3H7NO2, from OMol25.

Positions of all 13 atoms, in Å:
C (-0.59, -0.10, 1.28)
C (0.79, 0.08, 1.04)
O (1.82, 0.24, -1.66)
C (-1.58, -0.05, 0.17)
N (-1.05, -0.10, -1.07)
O (-2.76, -0.10, 0.44)
H (-1.00, -0.29, 2.27)
H (1.16, -0.74, 0.41)
H (0.98, 1.01, 0.49)
H (1.45, 0.17, 1.91)
H (2.57, -0.03, -2.23)
H (-1.73, -0.06, -1.82)
H (-0.05, -0.05, -1.21)

The calculation puts the HOMO energy (alpha / beta) at -15.455 / -15.453 eV. The charge is +1. As for the spin multiplicity: 2.

three:
The following is a quantum chemistry calculation of 2 unconnected molecules or ions with the total composition C3H7NO2, from OMol25.

Positions of all 13 atoms, in Å:
O (2.11, -1.81, -0.38)
C (1.13, -1.07, -0.43)
N (-0.02, -1.27, -1.10)
C (-1.17, -0.61, -0.65)
O (-1.07, 1.65, 0.91)
C (1.26, 0.24, 0.35)
H (-2.06, -1.07, -1.09)
H (-1.16, 0.48, -0.94)
H (-1.23, -0.63, 0.45)
H (-1.58, 2.42, 1.27)
H (0.79, 1.06, -0.20)
H (0.68, 0.20, 1.28)
H (2.32, 0.42, 0.53)

The calculation puts the HOMO energy (alpha / beta) at -15.538 / -14.504 eV. The charge is +1. As for the spin multiplicity: 2.

Name the least stable of them. three.

one:
The following is a quantum chemistry calculation of a single C5H7Br molecule, from OMol25.

Positions of all 13 atoms, in Å:
C (0.17, -1.36, -0.18)
C (-0.73, 0.19, 0.14)
C (-0.03, 1.40, -0.38)
C (-1.41, 0.17, 1.49)
C (-2.18, 0.09, 0.43)
Br (-3.91, -0.01, -0.23)
H (0.41, -1.36, -1.24)
H (-0.49, -2.16, 0.08)
H (1.06, -1.32, 0.43)
H (-0.08, 1.46, -1.47)
H (1.02, 1.38, -0.08)
H (-0.49, 2.30, 0.04)
H (-1.29, 0.16, 2.54)

The calculation puts the HOMO energy at -8.832 eV. As for the SMILES: CC1(C)C=C1Br. As for the spin multiplicity: 1.

two:
The following is a quantum chemistry calculation of a single C5H7Br molecule, from OMol25.

Positions of all 13 atoms, in Å:
Br (3.81, -0.38, -0.10)
C (2.01, 0.15, -0.42)
C (1.01, -0.17, 0.38)
C (-0.31, 0.42, 0.46)
C (-1.30, 0.30, -0.76)
C (-1.56, -0.45, 0.45)
H (1.89, 0.92, -1.30)
H (1.31, -1.00, 1.18)
H (-0.34, 1.26, 0.99)
H (-2.09, 1.02, -1.13)
H (-1.01, -0.48, -1.52)
H (-2.25, -0.09, 1.24)
H (-1.18, -1.48, 0.53)

The calculation puts the HOMO energy at -9.290 eV. As for the SMILES: Br/C=C/C1CC1. As for the spin multiplicity: 1.

Name the least stable of them. one.